Formula: C52H78O39
Source: OMol25
Level of theory: ωB97M-V/def2-TZVPD

Results
E_tot = -135041.1199 eV
LUMO level = -0.8 eV
Multiplicity = 1
Energy relative to the best compared isomer or geometry (same formula, charge and spin) = 589.0 kJ/mol
Total charge = 0

Positions of all 169 atoms, in Å:
C1 -7.6033 -0.5330 0.4454
C2 -6.7937 0.7146 0.8262
C3 -6.9182 1.1000 2.3033
O1 -5.5547 1.4483 2.6011
C4 -4.7060 0.9650 1.6820
O2 -3.4777 0.8997 1.8265
O3 -5.4016 0.4368 0.6564
H1 -7.5479 -0.8362 -0.6001
H2 -8.6888 -0.5663 0.5384
H3 -7.1289 -1.3014 1.0559
H4 -7.1022 1.5243 0.1648
H5 -7.2756 0.3073 2.9606
H6 -7.6214 1.9304 2.3673
C5 1.8809 4.9299 -0.0572
C6 1.6697 6.2145 -0.9139
C7 1.8320 7.5604 -0.2407
O4 2.6889 8.2737 -1.1080
C8 3.1514 7.4378 -2.0053
O5 4.0223 7.7573 -2.8533
O6 2.6902 6.2015 -1.8436
H7 2.7585 5.0089 0.5846
H8 2.0539 4.0508 -0.6780
H9 1.0386 4.8192 0.6257
H10 0.6861 6.1102 -1.3719
H11 2.2573 7.4623 0.7581
H12 0.8516 8.0293 -0.1566
C9 -4.8567 -3.3307 1.8459
C10 -3.3506 -3.1688 2.1107
C11 -3.0529 -2.0028 3.0840
O7 -2.1888 -2.6911 3.9890
C12 -2.0568 -4.0114 3.6981
O8 -1.3245 -4.8100 4.2984
O9 -2.8009 -4.3192 2.6790
H13 -5.2203 -2.5957 1.1278
H14 -5.4661 -3.2235 2.7433
H15 -5.0362 -4.3314 1.4529
H16 -2.8322 -2.9336 1.1812
H17 -3.9644 -1.7183 3.6097
H18 -2.5969 -1.1974 2.5082
C13 3.8533 2.2807 3.7402
C14 3.9184 0.7616 4.2454
C15 4.6876 -0.1404 3.2939
O10 5.3548 -0.9590 4.1692
C16 5.3336 -0.4428 5.4244
O11 5.9272 -0.8946 6.4000
O12 4.7930 0.7568 5.3439
H19 3.1484 2.3466 2.9114
H20 4.7972 2.6228 3.3158
H21 3.6043 3.0199 4.5016
H22 2.9485 0.3552 4.5322
H23 5.2795 0.4366 2.5834
H24 4.0208 -0.8080 2.7481
C17 3.7835 -3.6241 -1.6730
C18 3.3649 -2.8504 -2.9297
C19 3.9771 -1.4375 -3.1384
O13 4.4894 -1.5384 -4.5048
C20 4.2587 -2.7753 -5.0033
O14 4.4877 -3.1022 -6.1545
O15 3.8123 -3.6017 -4.0823
H25 4.7810 -4.0521 -1.7719
H26 3.0537 -4.4259 -1.5599
H27 3.8073 -2.9549 -0.8129
H28 2.2880 -2.6893 -2.8805
H29 4.7290 -1.1639 -2.3983
H30 3.2063 -0.6781 -3.0072
C21 -4.2136 -0.3514 -2.6794
C22 -4.7092 -1.7485 -2.6744
C23 -4.1293 -2.5722 -3.7698
O16 -3.5117 -3.6528 -3.1053
C24 -3.3604 -3.4121 -1.8742
O17 -2.7012 -4.1368 -1.1218
O18 -4.1026 -2.3005 -1.5666
H31 -4.6652 0.2999 -3.4277
H32 -3.1436 -0.1626 -2.7657
H33 -4.5613 0.1053 -1.7528
H34 -5.7931 -1.8598 -2.6455
H35 -3.3871 -2.0739 -4.3934
H36 -4.8296 -2.9984 -4.4882
C25 -3.1713 2.7627 -3.1577
C26 -1.6575 3.0001 -3.4868
C27 -0.7795 3.6498 -2.4138
O19 0.3823 2.9031 -2.3596
C28 0.1646 1.7551 -3.0639
O20 0.9171 0.7742 -3.1529
O21 -1.0278 1.7770 -3.6058
H37 -3.6622 3.6836 -2.8429
H38 -3.2427 2.0669 -2.3217
H39 -3.7747 2.3112 -3.9452
H40 -1.5881 3.4861 -4.4600
H41 -1.3136 3.6912 -1.4645
H42 -0.5107 4.6567 -2.7332
C29 -0.5709 3.5684 3.5781
C30 -1.9384 3.8670 4.2249
C31 -2.2474 3.1976 5.5818
O22 -2.8434 4.2040 6.4143
C32 -2.6670 5.3879 5.7994
O23 -3.0094 6.5123 6.2403
O24 -1.9541 5.1996 4.6637
H43 -0.4584 2.5220 3.2945
H44 0.2734 3.7261 4.2492
H45 -0.4410 4.2211 2.7148
H46 -2.7681 3.6170 3.5638
H47 -1.2759 2.8589 5.9417
H48 -2.9409 2.3717 5.4238
C33 5.0717 3.7252 -2.3961
C34 5.5710 2.6927 -1.3457
C35 5.4841 3.0305 0.1083
O25 4.4746 2.1161 0.5133
C36 4.4189 1.0616 -0.4258
O26 3.9274 -0.0671 -0.2236
O27 4.9979 1.4263 -1.5813
H49 5.3002 3.4729 -3.4316
H50 5.5229 4.6997 -2.2093
H51 4.0046 3.9321 -2.3148
H52 6.6274 2.5670 -1.5830
H53 5.1038 4.0512 0.1505
H54 6.4222 2.9574 0.6584
C37 0.3749 -5.4775 -0.1188
C38 0.1639 -5.8462 -1.5976
C39 0.3786 -4.6834 -2.5361
O28 1.1292 -5.2479 -3.5507
C40 1.6792 -6.3658 -3.1793
O29 2.4706 -7.0446 -3.8159
O30 1.2935 -6.6709 -1.9626
H55 -0.3074 -4.6965 0.2167
H56 1.3947 -5.1054 -0.0204
H57 0.2617 -6.3421 0.5353
H58 -0.8172 -6.2978 -1.7449
H59 0.7959 -3.7659 -2.1211
H60 -0.6141 -4.3896 -2.8772
C41 -0.7608 -1.0748 -0.8656
C42 0.5483 -0.5229 -0.1740
C43 0.2708 0.7885 0.5128
O31 1.0395 0.7062 1.6433
C44 1.0968 -0.5901 1.9845
O32 1.5632 -0.9811 3.0379
O33 0.6913 -1.3684 0.9526
H61 -0.5595 -1.9208 -1.5228
H62 -1.1622 -0.2377 -1.4368
H63 -1.4288 -1.3181 -0.0393
H64 1.4292 -0.4524 -0.8121
H65 -0.7644 0.9912 0.7872
H66 0.5436 1.6977 -0.0229
C45 -0.7905 -2.9587 -8.6577
C46 0.3981 -3.0156 -7.7051
C47 1.0761 -1.6748 -7.4005
O34 0.8718 -1.4152 -6.0336
C48 0.2337 -2.4320 -5.4454
O35 -0.1448 -2.4611 -4.2711
O36 -0.0179 -3.4097 -6.4063
H67 -1.4207 -2.1372 -8.3168
H68 -1.4676 -3.8128 -8.6443
H69 -0.5105 -2.7251 -9.6849
H70 1.1971 -3.6707 -8.0522
H71 0.6729 -0.8755 -8.0224
H72 2.1465 -1.7302 -7.5986
C49 0.4496 0.4418 6.2189
C50 0.7233 -0.6833 7.1099
C51 0.0912 -2.0078 6.6666
O37 1.1185 -2.9118 6.6886
C52 2.3156 -2.3322 7.0690
O38 3.3562 -2.9199 7.3273
O39 2.1217 -1.0520 7.2405
H73 1.1615 1.2312 6.4601
H74 -0.5821 0.7679 6.3508
H75 0.5202 0.0392 5.2085
H76 0.3477 -0.4004 8.0932
H77 -0.3227 -1.9105 5.6629
H78 -0.6885 -2.3535 7.3452

Mulliken population analysis, charges in e, atoms 1 to 8: -1.093, 0.366, -0.549, -0.354, 0.165, -0.277, -0.020, 0.202